48
Properties=species:S:1:pos:R:3 method="wB97M-V/def2-TZVPD" energy_ha=-4415.191214 molar_mass_g_mol=484.240 multiplicity=2 homo_energy_ev="-10.57 / -11.00" gap_ev="6.08 / 6.51" de_lowest_ev=0.1668 total_charge=+1
Ti 1.05 0.28 1.59
N 0.19 0.82 3.63
C -0.04 -0.55 4.17
C 1.00 -1.54 3.67
O 1.05 -2.66 4.06
O 1.81 -1.03 2.70
H 0.87 1.28 4.22
H -0.66 1.36 3.72
H -1.01 -0.90 3.80
H -0.05 -0.58 5.26
Se 2.43 -1.29 -0.99
N 2.25 0.28 -0.11
C 2.95 1.19 -0.76
C 3.08 2.58 -0.40
C 3.83 3.38 -1.19
C 4.52 2.89 -2.37
C 4.43 1.60 -2.74
C 3.63 0.71 -1.93
N 3.47 -0.57 -2.20
H 2.57 2.99 0.46
H 3.94 4.43 -0.94
H 5.11 3.59 -2.95
H 4.93 1.20 -3.61
C -4.58 -3.43 -1.14
C -4.41 -2.06 -1.09
C -3.31 -1.52 -0.45
C -2.37 -2.35 0.17
C -2.57 -3.73 0.13
C -3.67 -4.27 -0.53
C -1.17 -1.86 0.86
C -0.55 -0.67 0.77
C -0.81 0.42 -0.19
C -0.86 0.20 -1.58
C -0.83 1.25 -2.46
C -0.73 2.57 -2.00
C -0.68 2.82 -0.65
C -0.72 1.74 0.25
H -5.44 -3.85 -1.65
H -5.13 -1.40 -1.56
H -3.19 -0.44 -0.40
H -1.86 -4.39 0.62
H -3.81 -5.35 -0.56
H -0.74 -2.59 1.55
H -0.92 -0.82 -1.95
H -0.89 1.06 -3.53
H -0.70 3.39 -2.71
H -0.63 3.83 -0.28
H -0.77 1.97 1.32



49
Properties=species:S:1:pos:R:3 method="wB97M-V/def2-TZVPD" energy_ha=-2734.089935 molar_mass_g_mol=560.103 homo_energy_ev="-13.94 / -13.92" gap_ev="5.02 / 4.90" total_charge=+2
Pd -0.16 -0.69 0.77
S 1.70 -1.75 1.98
C 2.94 -0.55 1.80
C 4.27 -0.95 1.94
C 5.29 -0.02 1.88
C 5.01 1.32 1.64
C 3.70 1.73 1.46
C 2.67 0.80 1.55
S 0.98 1.35 1.50
C 0.92 2.19 -0.13
C -0.42 2.04 -0.78
C -0.85 2.92 -1.76
C -2.05 2.67 -2.40
C -2.81 1.57 -2.03
C -2.34 0.75 -1.02
C -3.08 -0.45 -0.53
S -1.98 -1.91 -0.41
C -1.39 -1.93 -2.10
C -2.30 -2.29 -3.09
C -1.89 -2.33 -4.41
C -0.57 -2.02 -4.74
C 0.33 -1.68 -3.74
C -0.07 -1.64 -2.40
S 1.16 -1.27 -1.23
N -1.17 0.99 -0.43
H 4.49 -2.00 2.11
H 6.31 -0.34 2.00
H 5.80 2.05 1.59
H 3.47 2.77 1.27
H 1.69 1.74 -0.76
H 1.15 3.25 0.03
H -0.25 3.78 -2.03
H -2.40 3.33 -3.19
H -3.76 1.35 -2.52
H -3.91 -0.72 -1.18
H -3.46 -0.29 0.49
H -3.31 -2.56 -2.83
H -2.59 -2.62 -5.18
H -0.25 -2.05 -5.77
H 1.36 -1.45 -3.99
N -1.11 -1.68 3.67
C -1.14 -1.09 4.88
C -1.47 0.23 4.67
C -1.64 0.35 3.30
N -1.44 -0.83 2.69
H -0.98 -2.66 3.48
H -0.92 -1.63 5.78
H -1.57 1.01 5.41
H -1.93 1.22 2.73



53
Properties=species:S:1:pos:R:3 method="wB97M-V/def2-TZVPD" energy_ha=-1694.253436 molar_mass_g_mol=644.501 homo_energy_ev=-8.76 gap_ev=7.93 de_lowest_ev=0.3927
Pt -0.83 -2.33 -0.11
O 1.20 -2.26 -0.15
C 1.86 -2.47 0.88
C 1.44 -3.21 2.04
C 2.35 -3.28 3.10
C 2.03 -3.95 4.24
C 0.78 -4.59 4.38
C -0.12 -4.54 3.35
C 0.17 -3.87 2.13
O -0.71 -3.92 1.19
N 2.99 -4.02 5.34
O 4.05 -3.44 5.20
O 2.67 -4.64 6.33
H 2.89 -2.11 0.88
H 3.32 -2.80 3.02
H 0.55 -5.09 5.30
H -1.08 -5.03 3.44
N -3.32 -3.81 0.19
N -2.85 -2.49 -0.14
H -4.32 -3.75 0.38
H -2.83 -4.09 1.03
H -3.20 -1.73 0.46
H -3.17 -2.28 -1.08
O -2.95 0.12 0.48
C -1.95 0.44 -0.15
N -1.57 1.72 -0.39
C -0.44 1.83 -1.28
C -0.06 0.33 -1.38
O 0.92 -0.11 -1.94
N -1.03 -0.41 -0.75
C -0.85 2.37 -2.66
C -0.36 1.83 -3.84
C -0.76 2.35 -5.07
C -1.65 3.40 -5.13
C -2.14 3.95 -3.95
C -1.75 3.43 -2.73
C 0.67 2.70 -0.69
C 0.32 3.88 -0.05
C 1.29 4.72 0.48
C 2.63 4.39 0.37
C 2.99 3.22 -0.27
C 2.02 2.38 -0.81
H -2.18 2.47 -0.12
H 0.35 1.01 -3.81
H -0.37 1.91 -5.98
H -1.97 3.80 -6.08
H -2.84 4.78 -3.98
H -2.14 3.88 -1.82
H -0.72 4.16 0.06
H 0.99 5.64 0.98
H 3.39 5.05 0.78
H 4.03 2.95 -0.37
H 2.31 1.47 -1.32



48
Properties=species:S:1:pos:R:3 method="wB97M-V/def2-TZVPD" energy_ha=-1678.800160 molar_mass_g_mol=409.463 homo_energy_ev=-8.33 smiles="CS(=O)(=O)n1ccc2ccc(/C=C/C(=O)CC(=O)/C=C/c3ccc(O)cc3)cc21" gap_ev=7.70 de_lowest_ev=3.5673
C 5.63 4.62 -1.21
S 4.95 3.81 -2.63
O 5.75 4.03 -3.88
O 4.93 2.36 -2.34
N 3.33 4.39 -2.86
C 3.01 5.51 -3.67
C 1.63 5.62 -3.70
C 1.09 4.65 -2.80
C -0.23 4.33 -2.42
C -0.44 3.34 -1.46
C 0.62 2.58 -0.94
C 0.44 1.45 -0.01
C -0.79 1.03 0.51
C -0.89 -0.04 1.50
O 0.10 -0.66 1.86
C -2.15 -0.22 2.36
C -3.16 -0.98 1.53
O -4.07 -0.32 1.01
C -3.23 -2.44 1.43
C -2.30 -3.31 2.00
C -2.42 -4.78 2.00
C -1.57 -5.47 2.91
C -1.63 -6.88 3.05
C -2.53 -7.62 2.28
O -2.58 -8.99 2.35
C -3.35 -6.94 1.37
C -3.27 -5.55 1.23
C 1.95 2.88 -1.37
C 2.17 3.91 -2.26
H 4.97 4.61 -0.35
H 5.85 5.69 -1.49
H 6.55 4.13 -0.93
H 3.68 6.12 -4.22
H 1.06 6.37 -4.23
H -1.05 4.87 -2.85
H -1.45 3.17 -1.08
H 1.35 0.96 0.36
H -1.74 1.47 0.25
H -2.50 0.78 2.68
H -1.94 -0.79 3.29
H -4.07 -2.87 0.85
H -1.49 -2.93 2.60
H -0.83 -4.90 3.47
H -0.96 -7.38 3.77
H -3.27 -9.39 1.81
H -4.05 -7.45 0.69
H -3.93 -5.09 0.48
H 2.83 2.33 -0.95



71
Properties=species:S:1:pos:R:3 method="wB97M-V/def2-TZVPD" energy_ha=-33320.609943 molar_mass_g_mol=1553.235 homo_energy_ev=-8.75 gap_ev=7.41
C 5.14 -1.94 -0.60
C 5.10 -0.47 -0.94
C 4.04 -0.02 -2.10
C 2.91 1.07 -1.61
C 2.61 2.02 -2.96
N 2.39 2.70 -4.07
C 3.39 2.11 -0.45
C 3.17 1.65 1.09
C 4.57 1.29 1.91
F 4.48 1.73 3.34
C 1.53 0.25 -1.34
O 1.03 -0.16 -2.69
C 1.76 -1.21 -0.55
N 1.90 -2.17 0.33
C 0.31 1.11 -0.66
C -1.18 0.40 -0.95
C -2.25 0.68 0.30
F -2.02 2.13 0.65
F -3.65 0.61 -0.17
C -1.93 -0.24 1.64
F -0.81 -1.21 1.36
F -1.29 0.74 2.61
C -3.20 -0.85 2.42
F -4.20 0.25 2.70
F -2.72 -1.29 3.78
C -4.02 -2.08 1.76
F -4.77 -2.69 2.94
F -5.17 -1.66 0.87
C -3.16 -3.34 1.17
F -2.06 -3.74 2.13
F -4.11 -4.52 1.25
C -2.69 -3.26 -0.38
F -3.14 -2.10 -1.17
F -1.20 -3.36 -0.59
F -3.23 -4.48 -1.10
H 5.38 -2.78 -1.39
H 4.96 -2.29 0.51
H 5.85 0.25 -0.40
H 3.57 -0.97 -2.65
H 4.67 0.53 -2.95
H 2.90 3.18 -0.62
H 4.56 2.28 -0.60
H 2.72 2.60 1.67
H 2.41 0.79 1.28
H 5.54 1.66 1.37
H 4.60 0.10 1.95
H 0.66 -1.10 -2.56
H 0.33 2.20 -1.09
H 0.40 1.22 0.53
H -0.98 -0.74 -1.14
H -1.56 0.85 -1.97
C 0.23 2.38 -7.87
Br 0.67 4.27 -7.74
Br 1.68 1.36 -8.67
Br -0.31 1.64 -6.15
H -0.63 2.29 -8.54
C -5.63 -5.24 5.40
Br -5.74 -3.72 6.62
Br -7.38 -5.75 4.73
Br -4.37 -4.92 3.96
H -5.25 -6.08 5.98
C 0.86 0.45 6.00
Br 0.75 1.97 7.22
Br -0.89 -0.06 5.33
Br 2.12 0.77 4.55
H 1.24 -0.40 6.58
C -2.13 5.06 -3.96
Br -1.47 6.69 -3.13
Br -1.63 3.47 -2.95
Br -4.04 5.14 -4.29
H -1.64 4.98 -4.94



45
Properties=species:S:1:pos:R:3 method="wB97M-V/def2-TZVPD" energy_ha=-4239.859556 molar_mass_g_mol=423.269 homo_energy_ev=-2.58 gap_ev=4.46 de_lowest_ev=4.1696 total_charge=-1
C 0.11 3.60 -0.19
C -0.35 3.70 1.13
C 0.54 2.98 2.01
H -1.29 4.17 1.37
C 1.57 2.43 1.14
C 1.29 2.83 -0.19
H 1.81 2.63 -1.11
H -0.29 4.04 -1.09
H 0.29 2.61 3.03
H 2.33 1.71 1.38
Sc -0.59 1.20 1.31
Br -3.17 1.29 1.34
C -1.77 -0.10 -2.91
C -0.50 0.42 -3.35
C -0.59 1.87 -3.40
H 0.43 -0.18 -3.45
C -1.93 2.23 -3.02
C -2.67 1.02 -2.72
H -3.69 0.99 -2.28
H -1.98 -1.15 -2.59
H 0.27 2.56 -3.50
H -2.26 3.27 -2.81
C 3.40 -2.78 -1.29
C 3.29 -1.40 -1.57
C 2.18 -0.69 -1.11
C 1.23 -1.35 -0.30
C 1.32 -2.75 -0.05
C 2.42 -3.46 -0.53
N 0.22 -0.65 0.32
C -0.51 -1.24 1.38
C -1.71 -2.01 1.18
C -2.37 -2.52 2.29
C -1.91 -2.21 3.59
C -0.82 -1.39 3.81
C -0.14 -0.82 2.71
H 4.24 -3.35 -1.67
H 4.05 -0.90 -2.18
H 2.03 0.37 -1.32
H 0.52 -3.21 0.57
H 2.46 -4.53 -0.30
H -2.03 -2.15 0.15
H -3.26 -3.14 2.14
H -2.46 -2.61 4.42
H -0.46 -1.15 4.82
H 0.76 -0.17 2.84



56
Properties=species:S:1:pos:R:3 method="wB97M-V/def2-TZVPD" energy_ha=-3536.911449 molar_mass_g_mol=794.145 multiplicity=4 homo_energy_ev="-7.04 / -7.04" gap_ev="6.42 / 6.42" de_lowest_ev=2.3921
Nd 0.45 0.53 -0.67
Cl -5.38 -3.15 -1.40
C -3.71 -2.70 -1.57
C -3.38 -1.36 -1.50
C -2.06 -0.94 -1.64
N -1.63 0.41 -1.60
C -2.39 1.46 -1.31
O -3.69 1.53 -1.27
C -1.66 2.79 -1.21
C -2.39 3.97 -1.32
C -1.73 5.18 -1.23
C -0.35 5.19 -1.05
C 0.30 3.99 -0.99
N -0.32 2.80 -1.08
C -1.04 -1.92 -1.82
C -1.41 -3.25 -1.91
C -2.73 -3.65 -1.79
Cl -3.11 -5.33 -1.91
N 0.30 -1.45 -1.82
C 1.37 -2.24 -1.96
O 1.45 -3.42 -2.25
C 2.69 -1.51 -1.66
C 3.85 -2.26 -1.62
C 5.05 -1.64 -1.32
C 5.06 -0.28 -1.07
C 3.87 0.40 -1.13
N 2.70 -0.19 -1.41
H -4.17 -0.64 -1.35
H -3.46 3.90 -1.45
H -2.29 6.11 -1.29
H 0.20 6.12 -0.96
H 1.37 3.95 -0.86
H -0.64 -4.00 -2.07
H 3.77 -3.32 -1.83
H 5.97 -2.22 -1.27
H 5.97 0.25 -0.83
H 3.84 1.47 -0.96
C 0.43 2.71 3.87
C -0.34 1.42 4.01
O -0.91 1.05 2.73
P -0.35 -0.13 1.81
O 1.10 0.32 1.36
Te -3.57 1.56 0.93
O -0.10 -1.23 2.97
C 0.59 -2.47 2.67
C -0.05 -3.29 1.57
H 0.93 2.94 4.81
H -0.24 3.54 3.61
H 1.19 2.61 3.09
H -1.17 1.53 4.70
H 0.30 0.62 4.37
H 0.56 -3.03 3.61
H 1.63 -2.26 2.43
H -1.11 -3.47 1.78
H 0.46 -4.25 1.47
H 0.01 -2.78 0.61



51
Properties=species:S:1:pos:R:3 method="wB97M-V/def2-TZVPD" energy_ha=-3484.430009 molar_mass_g_mol=614.092 homo_energy_ev=-0.76 gap_ev=5.20 de_lowest_ev=0.0000 total_charge=-2
Pd -1.78 -0.77 0.94
Cl 5.58 -5.10 0.06
C 3.86 -5.17 0.42
C 3.10 -4.01 0.42
C 1.76 -4.06 0.71
Cl 0.87 -2.56 0.68
C 1.05 -5.28 1.03
O -0.17 -5.34 1.29
C 1.92 -6.42 1.00
Cl 1.20 -7.97 1.38
C 3.27 -6.39 0.72
H 3.56 -3.06 0.19
H 3.85 -7.30 0.73
C -3.95 4.52 1.65
C -2.96 3.40 1.38
O -3.64 2.18 1.54
H -3.47 5.50 1.51
H -4.33 4.46 2.67
H -4.80 4.46 0.96
H -2.11 3.47 2.07
H -2.55 3.50 0.37
H -2.98 1.46 1.42
Cl -4.32 -5.04 0.63
C -2.95 -3.89 0.71
Cl -3.47 -2.34 1.42
H -2.61 -3.69 -0.30
H -2.15 -4.32 1.30
N -0.85 1.08 0.82
C -0.12 1.50 -0.11
C 0.32 0.73 -1.34
C -0.59 -0.03 -2.07
C -0.18 -0.78 -3.17
C 1.16 -0.80 -3.54
C 2.08 -0.06 -2.81
C 1.66 0.71 -1.74
C 0.42 2.92 -0.04
C 0.75 3.67 -1.16
C 1.18 4.99 -1.05
C 1.30 5.58 0.21
C 0.98 4.83 1.34
C 0.55 3.52 1.21
H -1.62 -0.07 -1.73
H -0.90 -1.37 -3.71
H 1.49 -1.41 -4.37
H 3.13 -0.09 -3.08
H 2.38 1.29 -1.17
H 0.66 3.22 -2.14
H 1.41 5.56 -1.94
H 1.63 6.60 0.30
H 1.08 5.28 2.32
H 0.28 2.92 2.08



53
Properties=species:S:1:pos:R:3 method="wB97M-V/def2-TZVPD" energy_ha=-2336.335569 molar_mass_g_mol=495.548 homo_energy_ev=-7.50 smiles="O=C(Nc1ccc(N2CCCC2)c(S(=O)(=O)Nc2cccc(C(F)(F)F)c2)c1)c1cccs1" gap_ev=7.71
O 0.89 -0.86 -1.97
C 1.35 -1.86 -1.46
N 1.71 -1.97 -0.14
C 1.52 -1.03 0.88
C 1.93 -1.34 2.18
C 1.71 -0.45 3.20
C 1.05 0.79 3.02
N 0.82 1.58 4.10
C 1.36 1.26 5.41
C 0.94 2.44 6.28
C -0.40 2.83 5.67
C -0.11 2.69 4.18
C 0.70 1.10 1.69
S -0.04 2.65 1.16
O 0.76 3.75 1.61
O -1.44 2.66 1.46
N 0.14 2.72 -0.51
C -0.57 2.07 -1.50
C -0.25 2.29 -2.84
C -0.91 1.61 -3.84
C -1.89 0.68 -3.53
C -2.21 0.47 -2.20
C -3.26 -0.53 -1.82
F -4.45 0.05 -1.55
F -3.51 -1.42 -2.79
F -2.94 -1.24 -0.73
C -1.58 1.17 -1.18
C 0.93 0.21 0.66
C 1.58 -3.08 -2.25
C 1.25 -3.22 -3.57
C 1.57 -4.49 -4.08
C 2.14 -5.31 -3.15
S 2.30 -4.54 -1.63
H 2.09 -2.85 0.16
H 2.41 -2.28 2.38
H 2.04 -0.73 4.19
H 0.93 0.33 5.80
H 2.45 1.15 5.36
H 1.65 3.26 6.18
H 0.87 2.17 7.33
H -0.72 3.83 5.93
H -1.17 2.12 5.98
H -1.01 2.49 3.59
H 0.35 3.60 3.79
H 0.89 3.32 -0.79
H 0.54 2.99 -3.09
H -0.64 1.78 -4.87
H -2.39 0.13 -4.31
H -1.85 1.01 -0.15
H 0.66 0.46 -0.35
H 0.79 -2.43 -4.13
H 1.38 -4.80 -5.10
H 2.48 -6.32 -3.26